{
  "formula": "C4H12N2P",
  "method": "the ωB97M-V functional and the def2-TZVPD basis",
  "elements": ["C", "C", "C", "C", "N", "N", "P", "H", "H", "H", "H", "H", "H", "H", "H", "H", "H", "H", "H"],
  "xyz": [[-1.026, -0.022, -1.107], [-1.862, 0.597, 0.042], [-0.041, -0.855, -0.451], [1.116, -0.184, 0.057], [1.211, -0.998, -1.077], [-0.941, 1.077, 1.041], [2.205, -0.824, 1.512], [-1.712, -0.564, -1.736], [-0.452, 0.630, -1.726], [-2.547, 1.351, -0.321], [-2.440, -0.196, 0.358], [-0.457, -1.722, 0.015], [1.174, 0.854, -0.101], [1.680, -1.799, -0.977], [1.223, -0.560, -2.074], [-0.653, 1.982, 0.811], [-1.252, 1.148, 1.954], [1.544, -0.024, 2.465], [3.231, 0.107, 1.315]],
  "atomic_forces_ev_per_a": [[-1.381, 0.490, -0.050], [1.447, 1.371, -1.283], [-1.989, -1.285, 1.598], [1.836, 0.765, 3.917], [-0.264, 2.897, -6.699], [0.213, -0.688, -0.749], [-1.045, 0.146, -0.526], [-0.082, -0.369, -0.399], [-0.057, 1.317, -0.547], [-0.141, 0.229, -0.281], [-1.284, -1.615, 1.281], [0.275, -0.617, 0.448], [0.108, 0.916, -0.434], [2.357, -4.048, 0.129], [0.490, -1.109, 2.178], [0.593, 1.685, -0.488], [-1.247, -0.195, 2.015], [-0.021, -0.073, 0.024], [0.194, 0.183, -0.133]],
  "max_force_ha_per_bohr": 0.142,
  "gap_ha": 0.376,
  "energy_ev": -16602.5473,
  "smiles": "NCC[C@H]1[NH2+][C@@H]1P",
  "homo_energy_ev": -13.373,
  "charge": 1,
  "de_lowest_ev": 2.096,
  "lumo_ev": -3.15
}